Below is a cluster of 2 separate species, C2H4NO4 in total, with properties calculated with the ωB97M-V functional and the def2-TZVPD basis.

Properties
E_tot ... -11815.633 eV
<S²> ... 0.760
Frontier orbital gap (spin up / spin down) ... 0.3876 / 0.2156 Ha
2S+1 ... 2
HOMO (spin up / spin down) ... -10.40 / -10.40 eV
Energy above the lowest of the compared OMol25 structures with the same formula, charge and spin ... 172.40 kJ/mol

Structure (XYZ):
```
11
C2H4NO4, DFT the ωB97M-V functional and the def2-TZVPD basis
O 1.64 -0.11 1.28
C 1.23 1.00 0.88
N 0.57 1.26 -0.33
C 0.00 0.10 -1.08
O -1.03 -0.53 -0.59
O 0.68 0.04 -2.08
H 1.36 1.81 1.62
H 0.75 2.18 -0.59
H -1.70 -0.76 1.20
H -2.79 -1.75 0.59
O -2.42 -1.51 1.48
```

Below is a structure of composition C2H4NOS, with properties calculated with the ωB97M-V functional and the def2-TZVPD basis.

Properties
E_tot ... -16506.111 eV
Charge ... -1
Frontier orbital gap (spin up / spin down) ... 0.2378 / 0.2129 Ha
HOMO (spin up / spin down) ... -2.89 / -2.18 eV
Energy above the lowest of the compared OMol25 structures with the same formula, charge and spin ... 390.26 kJ/mol

Structure (XYZ):
```
9
C2H4NOS, DFT the ωB97M-V functional and the def2-TZVPD basis
C 0.18 0.48 -0.49
C 0.53 -0.69 0.39
N -1.15 0.08 -0.90
O -1.81 1.23 0.97
S -1.01 -1.50 -0.21
H 0.23 1.52 0.12
H 0.89 0.54 -1.43
H 1.43 -1.15 0.05
H 0.72 -0.52 1.51
```